The following is a DFT calculation (ωB97M-V/def2-TZVPD) of a 2-piece molecular cluster, C3H2O3 overall.

The energy above the lowest of the compared OMol25 structures with the same formula, charge and spin comes out at 121.87 kcal/mol. The energy comes out at -9280.242 eV. The HOMO-LUMO gap comes out at 8.90 eV. For the highest occupied orbital energy, the calculation gives -9.836 eV.

```
8
Properties=species:S:1:pos:R:3:forces:R:3:mulliken_charge:R:1
C 1.9368 -0.0932 -0.3186 -0.03 0.97 -0.97 -0.076
C -2.0887 0.4069 0.3273 -0.59 0.28 0.05 0.806
H 3.0693 0.1448 -0.1784 -1.58 -0.25 -0.26 0.246
O -1.2732 -0.7537 -0.0400 -0.22 0.83 -1.26 -0.089
O -2.5482 1.3785 -0.1338 0.57 -0.17 -0.55 -0.371
C -1.8055 -0.6868 1.1666 0.01 -0.94 1.72 -0.349
H 1.3240 0.5708 -1.1105 1.29 -1.09 1.41 0.185
O 1.3856 -0.9673 0.2874 0.55 0.37 -0.14 -0.353
```
Positions in Å, forces in eV/Å.